Here is a molecular structure, C19H43O2P3Pb in a non-equilibrium geometry from OMol25. Energies are from wB97M-V/def2-TZVPD.

XYZ file:
```
68
Properties=species:S:1:pos:R:3:forces:R:3
Pb 0.64139 -0.41113 -0.23273 2.789 1.097 4.067
P -1.12657 -1.39442 2.18660 -0.384 -1.178 2.981
P -1.26321 -2.10417 -1.77015 0.696 2.720 -3.641
P -1.63474 1.55084 0.16639 0.000 1.276 0.040
H 4.11998 2.50463 1.15144 0.004 0.383 0.453
C 3.53641 3.10149 1.86776 -0.564 -0.750 0.135
C 3.06617 2.54555 3.00274 -0.706 -0.466 -1.290
H 3.17974 1.45675 3.20295 0.358 0.960 0.077
C -0.09898 -2.76166 2.83721 0.470 0.001 -0.960
C -2.83895 -2.07272 2.28109 0.196 0.522 -1.088
C -1.03025 -0.16488 3.54803 0.244 0.834 -0.920
C -0.91330 -2.08916 -3.54027 -0.177 -0.408 0.003
C -0.89439 -3.65215 -1.17399 0.541 -1.443 1.526
C -2.84568 -1.53930 -1.43225 -1.726 -0.144 0.472
C -0.96439 2.86145 1.27227 0.307 -0.394 -0.073
C -3.33558 1.31699 0.82517 0.088 -0.625 -0.020
C -1.95469 2.46045 -1.37436 -0.020 -0.121 -0.240
H 3.28837 4.12182 1.55712 0.303 -0.271 0.384
H 2.35285 3.07663 3.63244 0.505 0.039 0.155
H 0.96123 -2.47361 2.87071 -0.271 -0.056 0.041
H -0.20115 -3.63515 2.18120 0.061 0.054 0.223
H -0.43730 -3.03014 3.84425 -0.127 0.158 -0.087
H -2.97769 -2.77541 1.45528 -0.210 -0.111 0.275
H -3.57182 -1.26431 2.20234 0.057 -0.178 0.037
H -2.96268 -2.59848 3.23200 0.229 0.038 0.064
H -0.05696 0.34526 3.49957 -0.216 -0.082 0.178
H -1.11292 -0.67799 4.51473 -0.033 -0.200 -0.250
H -1.82723 0.58667 3.46326 0.235 -0.257 0.081
H -1.40032 -3.00615 -3.90197 0.155 0.230 -0.360
H 0.16993 -2.13007 -3.74692 -0.440 -0.481 0.249
H -1.31001 -1.20185 -4.05113 -0.230 -0.360 0.280
H -1.26840 -4.33462 -1.93161 -0.140 -0.270 -0.330
H -1.44008 -3.85040 -0.26395 -0.209 -0.142 0.393
H 0.14363 -3.90556 -0.99872 0.382 0.083 -0.176
H -3.45650 -2.03795 -2.17682 -0.606 -0.186 -0.171
H -3.05565 -0.47538 -1.48799 0.431 0.080 -0.309
H -3.16617 -1.88501 -0.45844 -0.225 -0.138 0.224
H -1.43723 3.82291 1.02841 0.086 -0.256 0.116
H 0.12486 2.93673 1.13620 -0.279 0.160 0.144
H -1.17308 2.59954 2.31844 0.119 0.178 -0.266
H -3.95291 2.18481 0.55361 0.208 -0.149 0.083
H -3.32316 1.20960 1.91838 -0.036 0.092 -0.327
H -3.78069 0.41424 0.38731 -0.139 0.320 0.177
H -2.46069 3.39800 -1.12010 0.003 -0.122 -0.152
H -2.59961 1.86520 -2.03147 0.052 0.203 0.009
H -1.02123 2.68399 -1.90230 -0.293 0.017 0.136
C 1.23675 1.12708 -2.64906 1.676 -0.952 0.902
C 0.64699 0.66886 -3.87460 0.922 0.808 -0.347
C 0.54791 1.61541 -4.89339 -0.596 -2.141 0.099
C 0.81756 2.97632 -4.69837 0.493 1.078 -0.243
C 1.22244 3.41404 -3.43278 0.223 -0.107 1.922
C 1.33511 2.51836 -2.37455 0.556 0.514 -1.697
O 1.96372 0.34221 -1.78817 -2.793 0.932 -1.766
H -0.53747 -0.82825 -1.49305 -1.829 -1.903 -1.529
H 0.54385 -0.40021 -4.05463 0.276 0.806 -0.180
H 0.30741 1.23067 -5.88065 -0.109 0.292 0.005
H 0.80555 3.72447 -5.51471 -0.169 -0.755 0.360
H 1.52301 4.43560 -3.23544 -0.201 0.120 -0.285
H 1.79947 2.74232 -1.43710 0.061 0.606 0.441
C 3.81065 -1.77756 2.78858 0.013 -0.007 -0.127
C 3.82022 -1.31149 1.33884 0.634 0.349 1.001
O 2.68134 -1.76951 0.58844 -0.865 -0.586 -0.330
H 2.99440 -1.31696 3.35726 0.064 -0.069 -0.049
H 4.75195 -1.48330 3.27493 -0.254 -0.074 -0.164
H 3.73763 -2.87047 2.86125 0.036 0.188 -0.006
H 3.78902 -0.22518 1.29227 0.076 0.097 -0.106
H 4.70644 -1.66394 0.83423 0.327 0.033 -0.200
H 2.80570 -2.72032 0.44898 -0.030 0.115 -0.044
```
Positions in Å, forces in eV/Å.

Properties
frontier orbital gap (spin up / spin down): 3.1 / 4.3 eV
total energy: -57562.563 eV
LUMO energy (spin up / spin down): -16.04 / -14.84 eV
HOMO level (spin up / spin down): -19.109 / -19.167 eV
net charge: +4
energy above the lowest of the compared OMol25 structures with the same formula, charge and spin: 1.853 eV

These are the natural (NBO) partial charges, in e, on atoms 1 to 6:
1. Pb 1.463
2. P 1.139
3. P 1.487
4. P 0.765
5. H 0.192
6. C -0.381